(1)
Here is one molecule with the formula C18H22N2O3S from the OMol25 dataset. Energies are from ωB97M-V with the def2-TZVPD basis set.

Output
relative energy (zero: lowest compared OMol25 entry of this formula, charge and spin): 0.00 kcal/mol
LUMO: 0.6 eV
charge: 0
E: -1432.584214 hartree

The geometry in XYZ format:
```
46
Properties=species:S:1:pos:R:3:forces:R:3
C -0.586 -2.476 -2.633 -0.1 0.0 0.4
C -1.574 -2.519 -1.483 -0.3 -0.1 -0.3
O -0.844 -2.457 -0.257 0.3 -0.2 -0.1
C -1.563 -2.583 0.861 -0.1 -0.6 0.2
O -2.730 -2.865 0.897 -0.1 -0.2 -0.1
C -0.681 -2.533 2.098 0.0 0.4 -0.1
S 0.639 -1.309 1.944 0.4 -0.2 0.3
C -0.337 0.010 1.316 -0.7 -0.5 0.2
N -1.585 -0.256 1.165 0.3 0.2 0.3
C -2.416 0.710 0.675 0.1 0.7 -0.2
C -3.769 0.417 0.475 0.0 0.1 0.0
C -4.608 1.394 -0.008 0.0 -0.1 0.0
C -4.125 2.671 -0.298 0.1 0.2 0.0
C -2.795 2.970 -0.109 0.1 0.0 0.0
C -1.924 1.992 0.377 -0.4 -0.3 0.0
C -0.509 2.281 0.565 0.0 0.0 0.0
O 0.026 3.348 0.346 0.0 0.1 0.0
N 0.254 1.196 1.032 -0.1 0.2 0.0
C 1.685 1.403 1.155 0.4 0.3 -0.2
C 2.377 1.398 -0.214 0.0 0.1 -0.1
C 3.885 1.598 -0.057 -0.1 0.0 0.0
C 4.427 0.208 0.291 0.1 0.0 0.0
C 3.439 -0.795 -0.332 0.0 -0.1 0.0
C 2.292 0.041 -0.916 0.0 0.0 0.0
H -1.121 -2.551 -3.575 0.0 0.0 -0.1
H -0.027 -1.544 -2.616 0.1 0.1 -0.1
H 0.116 -3.302 -2.555 0.1 -0.1 -0.1
H -2.267 -1.671 -1.519 0.0 -0.1 0.0
H -2.163 -3.443 -1.494 0.0 0.2 0.0
H -1.296 -2.305 2.968 0.0 -0.1 -0.2
H -0.183 -3.494 2.233 0.0 0.0 0.0
H -4.117 -0.578 0.706 0.0 -0.1 0.0
H -5.653 1.172 -0.164 -0.1 0.0 0.0
H -4.801 3.426 -0.673 0.0 0.1 0.0
H -2.395 3.948 -0.328 0.0 0.1 0.0
H 1.831 2.383 1.620 0.0 -0.2 0.0
H 2.093 0.625 1.800 0.0 0.1 0.1
H 1.929 2.193 -0.815 0.0 0.0 0.1
H 4.299 1.934 -1.008 0.0 0.1 0.0
H 4.129 2.341 0.700 0.1 0.1 0.0
H 4.468 0.078 1.372 0.1 0.0 0.1
H 5.437 0.072 -0.093 0.1 0.0 0.1
H 3.062 -1.479 0.427 0.0 -0.1 -0.1
H 3.914 -1.392 -1.109 0.0 -0.1 0.0
H 2.442 0.189 -1.987 -0.1 0.0 0.0
H 1.326 -0.445 -0.778 -0.1 0.0 -0.1
```
Forces are in eV/Å.

Results of the natural (NBO) charge analysis, in e, for atoms 1 through 6: C -0.622; C -0.070; O -0.534; C 0.837; O -0.616; C -0.617

---

(2)
Here is one molecule with the formula C18H22N2O4S in a non-equilibrium geometry from the OMol25 dataset. Energies are from ωB97M-V with the def2-TZVPD basis set.

Output
relative energy (zero: lowest compared OMol25 entry of this formula, charge and spin): 478.29 kcal/mol
LUMO: -0.3 eV
charge: 0
E: -1507.051808 hartree

The geometry in XYZ format:
```
47
Properties=species:S:1:pos:R:3:forces:R:3
C 4.141 2.565 0.522 8.0 1.6 -6.2
O 3.697 1.389 0.672 -2.9 -9.3 0.8
C 4.175 0.176 0.109 -1.7 0.3 -0.1
C 5.229 0.051 -0.887 -4.2 14.1 5.0
C 5.644 -1.039 -1.213 4.9 -9.3 -4.1
C 5.038 -2.294 -0.774 13.4 0.6 -10.0
C 4.029 -2.184 -0.193 -15.3 -2.2 12.0
C 3.497 -1.008 0.373 1.4 2.5 0.5
O 2.561 -1.107 1.387 -2.1 0.6 -1.2
C 1.201 -1.111 0.996 -2.1 -3.4 1.6
C 0.787 -1.326 -0.465 3.3 -0.4 4.0
C -0.407 -1.846 -0.806 0.5 2.6 8.1
C -1.357 -1.701 0.340 -1.5 -1.8 -12.8
S -2.988 -1.952 -0.203 -6.2 2.2 15.7
O -3.158 -2.633 -1.314 0.3 -4.1 -11.6
O -3.790 -2.706 0.875 3.1 2.4 -1.2
N -3.927 -0.477 -0.154 3.5 -4.6 -11.9
C -3.492 0.324 -1.424 -2.6 -0.4 2.7
C -2.471 1.313 -1.004 5.0 -4.1 -13.1
N -2.729 2.260 -0.268 4.6 -2.0 15.2
C -3.669 3.104 -0.285 -9.7 2.1 4.5
C -2.948 1.211 1.204 -0.6 0.8 -4.7
C -4.062 0.308 0.834 -0.1 0.2 8.3
C -1.033 -1.706 1.509 0.3 -0.1 16.1
C 0.222 -1.482 2.103 3.5 2.0 -7.3
H 4.189 2.806 -0.630 -0.5 0.5 1.7
H 5.286 2.563 0.762 -1.6 0.9 0.3
H 3.567 3.161 1.047 -2.4 3.6 2.5
H 5.561 1.225 -1.080 0.0 -3.6 -0.3
H 6.492 -1.053 -1.913 -0.3 -0.5 0.2
H 5.418 -3.125 -1.327 0.2 -0.9 0.5
H 3.449 -3.069 0.441 1.4 1.5 -2.4
H 1.718 -1.398 -0.977 0.1 0.4 -1.5
H -0.850 -1.645 -1.626 -2.4 -0.1 -6.5
H -3.156 -0.470 -1.980 1.0 -1.0 -2.4
H -4.421 0.743 -1.813 0.2 0.1 -0.2
H -2.227 2.113 -2.008 -0.6 -2.4 0.4
H -1.432 0.769 -1.133 -1.4 1.2 1.6
H -3.418 3.528 -1.104 0.2 4.5 -6.2
H -3.817 3.865 0.581 0.9 -1.4 -1.3
H -4.818 2.631 -0.411 2.2 1.1 0.1
H -3.289 1.761 1.949 -0.9 3.0 3.5
H -2.074 0.683 1.385 1.8 -0.5 0.2
H -4.169 -0.537 1.583 -0.2 1.4 1.1
H -5.017 0.724 0.789 -1.6 1.4 0.1
H -1.820 -1.875 2.471 1.4 0.3 -3.2
H 0.636 -1.529 3.060 -0.2 -0.2 1.5
```
Forces are in eV/Å.

Results of the natural (NBO) charge analysis, in e, for atoms 1 through 6: C -0.178; O -0.490; C 0.285; C -0.236; C -0.215; C -0.222

---

(3)
Here is one molecule with the formula C18H22N2O7 in a non-equilibrium geometry from the OMol25 dataset. Energies are from ωB97M-V with the def2-TZVPD basis set.

Output
relative energy (zero: lowest compared OMol25 entry of this formula, charge and spin): 0.00 kcal/mol
LUMO: 0.0 eV
charge: 0
E: -1335.184154 hartree

The geometry in XYZ format:
```
49
Properties=species:S:1:pos:R:3:forces:R:3
C 3.274 -4.378 -0.454 0.3 0.1 0.6
O 3.526 -2.994 -0.341 -0.3 -0.1 0.4
C 2.851 -2.406 0.663 -0.8 3.6 -0.2
C 2.845 -2.772 2.008 0.5 -1.2 -1.2
C 2.212 -2.044 2.973 -0.6 0.5 -0.3
C 1.724 -0.767 2.644 2.0 -2.4 -2.5
C 1.857 -0.203 1.338 -0.6 -1.1 1.6
C 2.246 -1.098 0.299 0.9 -1.0 1.4
C 2.165 -0.686 -1.125 1.1 -1.8 -2.7
O 2.242 -1.409 -2.160 -0.7 2.7 3.6
O 2.093 0.664 -1.134 -0.9 -0.3 -0.3
C 1.791 1.292 -2.355 3.0 3.2 -0.6
C 0.696 2.341 -2.252 -1.2 -1.4 0.6
O -0.548 1.531 -2.193 0.3 -0.4 1.3
C -1.380 2.104 -1.205 -0.8 1.6 -0.4
N -2.327 1.176 -0.556 -0.7 -3.9 0.4
C -2.281 -0.393 -0.830 1.3 2.1 2.2
C -3.058 -1.122 0.279 -0.4 3.4 0.0
C -2.277 -1.048 1.630 -0.9 -1.5 0.0
C -4.337 -0.299 0.637 -4.6 -6.3 2.4
O -5.418 -0.871 0.983 2.6 0.4 -1.6
N -4.266 0.955 0.985 1.3 2.6 -0.7
C -3.428 1.670 0.155 1.5 2.4 -2.1
O -3.733 2.825 -0.014 0.1 1.8 0.3
C -0.468 2.839 -0.240 0.7 -1.6 1.5
C 0.713 3.310 -1.041 -2.1 -1.1 0.2
O 0.246 4.540 -1.436 0.9 3.1 -2.0
H 3.997 -4.938 0.088 0.5 -0.5 1.3
H 2.270 -4.583 -0.101 -0.2 -0.4 -0.4
H 3.524 -4.688 -1.429 -0.6 0.0 -1.6
H 3.322 -3.675 2.334 0.2 -0.5 -0.3
H 2.117 -2.551 3.959 0.0 1.0 -0.6
H 1.269 -0.403 3.456 -1.7 2.7 2.5
H 1.594 0.888 1.304 0.2 -1.5 -0.8
H 1.688 0.656 -3.164 -1.2 -1.9 -1.1
H 2.775 1.765 -2.718 -1.2 0.0 0.8
H 0.503 2.931 -3.123 0.9 0.4 -0.8
H -1.927 2.898 -1.742 -0.5 -0.4 0.4
H -1.237 -0.711 -0.787 0.1 0.2 0.1
H -2.589 -0.670 -1.793 -0.9 0.2 -1.5
H -3.331 -2.103 -0.096 -0.1 -0.1 0.5
H -2.206 -0.009 2.059 -0.4 -1.3 -0.4
H -2.850 -1.828 2.278 1.4 1.7 -0.5
H -1.259 -1.358 1.385 0.0 -0.3 0.5
H -5.117 1.518 1.247 1.2 -1.2 -0.5
H -0.001 2.212 0.477 -0.3 -1.6 1.0
H -0.956 3.597 0.378 -0.1 0.1 -0.5
H 1.663 3.232 -0.519 0.2 0.6 0.1
H -0.209 5.064 -0.752 0.6 -0.8 -0.2
```
Forces are in eV/Å.

Results of the natural (NBO) charge analysis, in e, for atoms 1 through 6: C -0.248; O -0.484; C 0.368; C -0.301; C -0.168; C -0.238

---

(4)
Here is C18H22N2ReSSe2SiTe as an isolated structure from the OMol25 dataset. Energies are from ωB97M-V with the def2-TZVPD basis set.

Output
relative energy (zero: lowest compared OMol25 entry of this formula, charge and spin): 13.78 kcal/mol
LUMO (alpha / beta): -8.0 / -7.9 eV
charge: +2
spin multiplicity: 4
E: -6644.885629 hartree
<S²>: 3.81

The geometry in XYZ format:
```
48
Properties=species:S:1:pos:R:3:forces:R:3
Re 0.583 -1.066 -0.603 -0.3 0.5 0.0
Se 2.172 -2.227 -2.550 0.0 -0.2 0.0
Se 1.579 -3.721 -0.765 0.1 0.0 0.0
C -0.354 -3.730 -0.959 0.0 -0.2 0.0
C -1.058 -4.901 -1.121 0.0 0.1 0.0
C -2.451 -4.817 -1.088 0.0 0.0 0.0
C -3.060 -3.587 -0.915 0.0 0.1 0.0
C -2.275 -2.452 -0.784 -0.1 0.0 -0.1
N -0.943 -2.532 -0.799 0.1 0.0 -0.1
C 3.278 -1.055 -1.466 0.2 -0.1 0.0
C 4.636 -0.942 -1.639 -0.1 0.0 0.0
C 5.317 -0.052 -0.805 0.0 0.0 0.0
C 4.619 0.650 0.159 -0.1 0.0 0.0
C 3.246 0.472 0.271 0.0 0.2 -0.1
N 2.589 -0.352 -0.548 0.0 -0.2 0.0
H -0.549 -5.843 -1.260 0.0 0.0 0.0
H -3.048 -5.712 -1.204 0.0 0.0 0.0
H -4.136 -3.495 -0.889 0.0 0.0 0.0
H -2.694 -1.461 -0.669 0.0 0.0 0.0
H 5.152 -1.523 -2.391 0.0 0.0 0.0
H 6.387 0.073 -0.908 0.0 0.0 0.0
H 5.119 1.335 0.827 0.0 0.0 0.0
H 2.648 1.010 0.994 0.0 0.0 0.0
C 0.282 2.401 1.563 0.0 -0.1 0.0
Si -0.728 0.906 2.065 0.0 0.1 0.1
C -0.669 0.695 3.921 0.0 -0.1 -0.2
C -2.499 0.936 1.473 0.1 0.0 0.0
C 0.093 -0.677 1.339 0.0 0.0 0.2
H -0.291 3.324 1.666 -0.1 0.0 0.0
H 0.611 2.356 0.524 0.0 0.0 0.0
H 1.159 2.503 2.207 0.0 0.0 0.0
H -1.166 1.526 4.423 0.0 0.1 0.0
H 0.360 0.664 4.284 0.0 0.0 0.0
H -1.165 -0.223 4.241 0.0 0.0 0.0
H -3.029 1.814 1.846 0.0 0.0 0.0
H -3.036 0.057 1.837 0.0 0.0 0.0
H -2.561 0.965 0.386 0.0 0.0 -0.1
H -0.560 -1.503 1.661 0.0 0.0 0.0
H 1.031 -0.806 1.905 0.1 0.0 0.0
Te -0.427 0.463 -2.500 0.0 0.0 0.0
C -0.987 2.368 -1.916 -0.2 0.0 0.0
C -2.287 2.782 -1.749 0.2 0.0 0.1
C -2.387 4.184 -1.598 0.1 0.1 0.0
C -1.174 4.805 -1.689 0.0 0.0 0.0
S 0.093 3.702 -1.967 0.0 0.0 0.1
H -3.136 2.115 -1.743 0.0 0.0 0.0
H -3.317 4.710 -1.449 0.0 0.0 0.0
H -0.966 5.861 -1.620 0.0 0.0 0.0
```
Forces are in eV/Å.

Results of the natural (NBO) charge analysis, in e, for atoms 1 through 6: Re 0.923; Se 0.389; Se 0.356; C 0.029; C -0.217; C -0.090

---

(5)
Here is C18H22N3O8P2Ta as an isolated structure from the OMol25 dataset. Energies are from ωB97M-V with the def2-TZVPD basis set.

Output
LUMO: -6.5 eV
charge: +2
E: -2204.957671 hartree

The geometry in XYZ format:
```
54
Properties=species:S:1:pos:R:3:forces:R:3
Ta -0.477 0.085 -0.385 -0.3 0.1 0.3
O 0.328 1.606 -1.164 0.0 -0.1 0.0
C 1.343 2.475 -0.953 0.0 0.1 0.0
C 1.309 3.736 -1.517 -0.1 0.0 -0.1
C 2.367 4.601 -1.292 0.1 0.0 0.0
C 3.469 4.217 -0.525 -0.1 0.0 0.0
C 3.508 2.951 0.013 0.0 0.0 0.0
C 2.438 2.065 -0.184 0.0 -0.1 0.1
C 2.534 0.721 0.297 0.0 0.0 0.0
N 1.598 -0.171 0.251 0.1 -0.1 0.0
C 1.932 -1.559 0.588 0.0 0.0 0.0
C 1.487 -2.412 -0.592 0.0 0.0 0.0
N 0.269 -1.821 -1.208 0.1 0.0 0.1
C -0.185 -2.470 -2.236 0.0 0.0 0.0
C -1.302 -2.129 -3.055 0.1 -0.1 0.0
C -1.637 -2.950 -4.144 0.0 0.0 0.0
C -2.706 -2.630 -4.948 0.0 0.1 0.0
C -3.454 -1.484 -4.669 0.0 -0.1 0.0
C -3.142 -0.660 -3.600 -0.1 0.1 0.1
C -2.065 -0.987 -2.802 -0.1 -0.1 0.0
O -1.733 -0.214 -1.744 0.1 -0.1 -0.1
H 0.459 4.026 -2.120 0.0 0.0 0.0
H 2.337 5.591 -1.728 0.0 0.0 0.0
H 4.288 4.904 -0.368 0.0 0.0 0.0
H 4.361 2.624 0.595 0.0 0.0 0.0
H 3.498 0.416 0.702 0.0 0.0 0.0
H 1.407 -1.848 1.494 0.0 0.0 0.0
H 3.002 -1.674 0.755 0.0 0.0 0.0
H 1.285 -3.433 -0.270 0.0 0.0 0.0
H 2.273 -2.435 -1.349 0.0 0.0 0.0
H 0.352 -3.375 -2.521 0.0 0.0 0.0
H -1.043 -3.835 -4.337 0.0 0.0 0.0
H -2.968 -3.259 -5.787 0.0 0.0 0.0
H -4.296 -1.232 -5.299 0.0 0.0 0.0
H -3.724 0.224 -3.376 0.0 0.0 0.0
N -2.183 1.600 3.808 0.0 0.0 0.0
C -2.477 0.355 2.993 0.1 -0.1 -0.2
C -3.538 -0.494 3.682 0.0 0.0 0.0
P -0.820 -0.427 2.737 0.0 -0.1 0.0
O -0.841 -1.624 3.760 0.0 -0.1 0.0
O -0.836 -1.042 1.302 0.1 0.3 -0.1
O 0.199 0.622 2.964 0.0 -0.1 0.0
P -3.063 0.863 1.311 -0.1 0.1 0.0
O -3.794 2.227 1.701 0.0 0.0 0.0
O -3.871 -0.162 0.661 0.1 0.1 0.0
O -1.741 1.304 0.594 0.0 0.0 0.0
H -2.188 1.386 4.808 0.0 0.0 0.0
H -2.878 2.328 3.616 0.0 0.0 0.0
H -1.233 1.931 3.569 0.0 0.0 0.0
H -3.205 -0.806 4.673 0.0 0.0 0.0
H -3.732 -1.384 3.088 0.0 0.0 0.0
H -4.477 0.055 3.768 0.0 0.0 0.0
H 0.008 -1.898 4.135 0.0 0.0 0.0
H -4.601 2.412 1.199 0.0 0.0 0.0
```
Forces are in eV/Å.

Results of the natural (NBO) charge analysis, in e, for atoms 1 through 6: Ta 2.623; O -0.725; C 0.418; C -0.271; C -0.107; C -0.217

---

(6)
Here is one molecule with the formula C18H22N4O3 from the OMol25 dataset. Energies are from ωB97M-V with the def2-TZVPD basis set.

Output
relative energy (zero: lowest compared OMol25 entry of this formula, charge and spin): 50.72 kcal/mol
LUMO: 0.5 eV
charge: 0
E: -1143.854432 hartree

The geometry in XYZ format:
```
47
Properties=species:S:1:pos:R:3:forces:R:3
C -0.033 4.732 1.778 0.0 0.2 -0.2
O 0.072 3.648 2.667 0.1 -0.3 0.1
C 0.409 2.425 2.168 0.0 -0.3 0.1
C 0.666 2.164 0.829 0.0 0.3 -0.1
C 0.999 0.870 0.435 0.1 -0.1 0.5
N 1.194 0.656 -0.937 0.0 0.4 0.0
C 1.378 -0.523 -1.582 0.3 0.1 -0.6
O 1.641 -1.570 -1.027 0.0 -0.2 0.2
C 1.285 -0.457 -3.116 0.0 -0.2 -0.1
C 0.800 -1.830 -3.603 0.1 0.0 0.1
C -0.730 -1.922 -3.408 0.1 -0.2 -0.1
N -1.208 -0.888 -2.524 0.1 0.1 -0.3
C -1.446 -1.040 -1.195 -0.6 0.2 0.8
C -1.322 -2.261 -0.497 0.1 0.0 -0.2
N -1.607 -2.358 0.780 -0.1 -0.1 0.2
C -2.024 -1.266 1.417 -0.1 0.1 0.1
C -2.129 -0.060 0.752 0.0 -0.2 0.1
N -1.842 0.058 -0.534 0.0 -0.3 -0.2
C -1.070 0.436 -3.087 -0.1 0.3 -0.1
C 0.345 0.614 -3.677 0.1 -0.1 0.1
C 1.087 -0.157 1.361 0.1 -0.4 0.0
C 0.804 0.105 2.698 -0.1 0.5 -0.1
O 0.820 -0.837 3.674 -0.1 0.4 0.0
C 1.075 -2.177 3.311 0.0 -0.3 -0.1
C 0.474 1.394 3.098 0.0 0.0 0.1
H -0.809 4.562 1.024 0.0 0.0 0.0
H 0.920 4.939 1.279 0.0 0.0 0.0
H -0.309 5.589 2.390 0.0 0.0 -0.1
H 0.600 2.940 0.083 0.0 0.1 -0.1
H 1.029 1.475 -1.502 0.0 -0.2 0.0
H 2.303 -0.285 -3.482 -0.1 0.0 0.1
H 1.306 -2.597 -3.018 0.0 0.0 -0.1
H 1.053 -1.972 -4.654 0.0 0.0 0.0
H -1.236 -1.772 -4.369 0.0 -0.1 0.1
H -1.018 -2.902 -3.032 0.0 0.0 -0.1
H -0.963 -3.164 -0.966 0.1 0.0 -0.2
H -2.253 -1.374 2.467 0.0 0.1 0.1
H -2.437 0.849 1.251 0.0 0.0 0.2
H -1.825 0.575 -3.870 0.0 0.1 0.1
H -1.274 1.146 -2.285 0.0 0.0 -0.3
H 0.716 1.625 -3.495 0.0 0.1 -0.1
H 0.316 0.485 -4.761 0.1 0.1 0.0
H 1.346 -1.144 1.025 0.0 0.0 0.0
H 0.343 -2.542 2.586 0.1 0.0 0.0
H 0.992 -2.749 4.234 0.0 0.0 -0.1
H 2.083 -2.294 2.902 0.0 0.0 0.0
H 0.259 1.597 4.134 0.0 0.0 0.2
```
Forces are in eV/Å.

Results of the natural (NBO) charge analysis, in e, for atoms 1 through 6: C -0.252; O -0.492; C 0.344; C -0.401; C 0.291; N -0.630